Entry 1:
Below is a structure of composition C11H14N5ORuS4, with properties calculated with wB97M-V/def2-TZVPD.

Output
Gap between HOMO and LUMO (alpha / beta) (eV): 5.986 / 5.461
Multiplicity: 6
Expectation value of S²: 8.80

Each line ends with the Mulliken charge.
Cartesian coordinates (Å):
Ru1 0.80 1.07 0.37  0.73
N1 -0.53 -0.18 4.36  -0.49
C1 0.05 -0.01 3.12  0.60
S1 -0.25 1.56 2.35  -0.38
N2 0.74 -0.96 2.59  -1.21
N3 1.23 -0.61 1.35  0.79
C2 1.82 -1.56 0.60  -0.94
C3 2.22 -1.22 -0.69  0.96
C4 2.92 -2.09 -1.56  -1.01
C5 3.31 -1.66 -2.79  -0.14
C6 3.00 -0.34 -3.20  -0.95
C7 2.30 0.46 -2.33  -0.15
N4 1.90 0.05 -1.12  0.16
H1 -0.71 0.66 4.87  0.22
H2 -0.13 -0.93 4.90  0.25
H3 1.96 -2.55 1.02  0.35
H4 3.16 -3.09 -1.21  0.40
H5 3.85 -2.32 -3.45  0.41
H6 3.30 0.04 -4.16  0.40
H7 2.05 1.48 -2.59  0.34
S2 2.82 4.48 -1.73  -0.09
C8 2.27 3.49 -0.53  0.18
S3 0.54 3.18 -0.60  -0.26
S4 3.12 2.60 0.60  -0.25
C9 -3.22 -0.80 1.15  -0.83
N5 -3.35 -0.08 -0.10  0.17
C10 -4.67 0.31 -0.53  -0.86
C11 -2.27 0.17 -0.86  0.16
O1 -1.13 -0.16 -0.56  -0.57
H8 -3.72 -0.23 1.94  0.32
H9 -2.17 -0.91 1.39  0.11
H10 -3.69 -1.78 1.07  0.32
H11 -5.13 0.97 0.22  0.32
H12 -5.31 -0.57 -0.65  0.32
H13 -4.61 0.84 -1.47  0.27
H14 -2.49 0.72 -1.78  0.34

***

Entry 2:
Below is an isolated molecule of C11H14N6O2 at a distorted geometry, with properties calculated with wB97M-V/def2-TZVPD.

Output
Gap between HOMO and LUMO (eV): 6.662
Structure (SMILES): C/C(=N\NC1=NCCN1)c1ccc(N)c([N+](=O)[O-])c1

Each line ends with the Mulliken charge.
Cartesian coordinates (Å):
C1 -0.39 2.11 -1.81  -1.54
C2 -0.51 1.00 -0.75  0.37
N1 -0.03 -0.30 -1.07  -0.42
N2 0.73 -0.53 -2.17  0.06
C3 1.33 -1.71 -2.54  0.24
N3 2.25 -1.72 -3.55  -0.75
C4 2.85 -3.04 -3.66  -0.33
C5 2.09 -3.84 -2.57  -0.44
N4 1.21 -2.84 -1.97  -0.09
C6 -0.89 1.33 0.64  0.13
C7 -1.23 2.67 1.03  -0.62
C8 -1.51 2.97 2.34  -0.99
C9 -1.62 1.96 3.26  1.25
N5 -1.92 2.37 4.52  -0.49
C10 -1.37 0.62 2.95  -0.28
N6 -1.43 -0.45 3.88  0.87
O1 -1.77 -1.54 3.42  -0.53
O2 -1.20 -0.23 5.10  -0.62
C11 -0.98 0.36 1.64  -0.16
H1 0.45 2.77 -1.59  0.33
H2 -0.23 1.66 -2.78  0.46
H3 -1.31 2.72 -1.85  0.45
H4 1.09 0.24 -2.70  0.27
H5 2.73 -3.45 -4.66  0.25
H6 3.92 -2.98 -3.42  0.23
H7 1.47 -4.65 -3.03  0.25
H8 2.81 -4.32 -1.84  0.26
H9 0.67 -2.98 -1.14  0.19
H10 -1.22 3.48 0.31  0.30
H11 -1.66 4.02 2.64  0.27
H12 -1.96 1.64 5.22  0.22
H13 -1.65 3.29 4.81  0.21
H14 -0.71 -0.65 1.35  0.63

***

Entry 3:
Below is the ion C11H14NO2S with charge +1 at a distorted geometry, with properties calculated with wB97M-V/def2-TZVPD.

Output
Gap between HOMO and LUMO (alpha / beta) (eV): 7.468 / 7.469
Structure (SMILES): CC[C@@H]1C(=S)C2=CC=C[C@@H](OC)[N+]2=C1O
Charge: +1

Each line ends with the Mulliken charge.
Cartesian coordinates (Å):
C1 -2.44 1.34 1.30  -1.15
C2 -2.99 0.99 -0.07  -0.75
C3 -1.94 0.29 -0.98  0.67
C4 -1.53 -1.07 -0.47  -0.27
S1 -2.50 -2.35 -0.29  -0.19
C5 -0.15 -0.94 -0.07  0.24
C6 0.47 -1.62 0.93  -0.36
C7 1.57 -1.03 1.62  -0.48
C8 2.14 0.09 1.14  -0.71
C9 1.93 0.50 -0.29  -0.05
O1 3.05 -0.12 -1.00  -0.35
C10 3.09 -1.53 -1.13  -0.55
N1 0.39 0.28 -0.58  0.11
C11 -0.67 1.04 -1.01  -0.07
O2 -0.57 2.22 -1.51  -0.38
H1 -1.65 2.08 1.24  0.30
H2 -2.06 0.45 1.81  0.28
H3 -3.24 1.76 1.91  0.43
H4 -3.32 1.90 -0.58  0.45
H5 -3.84 0.32 0.02  0.44
H6 -2.37 0.25 -1.98  0.42
H7 0.02 -2.54 1.29  0.48
H8 1.85 -1.44 2.57  0.46
H9 2.93 0.61 1.66  0.49
H10 2.12 1.57 -0.46  0.33
H11 2.30 -1.89 -1.79  0.26
H12 3.03 -2.04 -0.16  0.27
H13 4.06 -1.73 -1.57  0.30
H14 0.31 2.61 -1.55  0.39

***

Entry 4:
Below is a structure of composition C11H14NO5SSiW, with properties calculated with wB97M-V/def2-TZVPD.

Output
Gap between HOMO and LUMO (alpha / beta) (eV): 5.392 / 5.392
Charge: -1

Each line ends with the Mulliken charge.
Cartesian coordinates (Å):
W1 0.00 0.43 0.35  1.26
O1 -0.12 5.68 -2.75  -0.52
C1 -0.13 4.47 -2.15  1.29
C2 -1.34 3.80 -1.88  -0.55
C3 -1.26 2.58 -1.27  -0.06
N1 -0.08 2.07 -0.95  -0.25
C4 1.07 2.65 -1.23  0.30
C5 1.09 3.89 -1.84  -0.85
C6 2.26 1.73 -0.95  0.45
O2 3.39 2.12 -1.18  -0.68
O3 1.90 0.54 -0.56  -0.77
C7 -2.41 1.62 -0.92  0.46
O4 -3.55 1.94 -1.18  -0.70
O5 -1.98 0.50 -0.43  -0.75
H1 -1.03 5.97 -2.91  0.29
H2 -2.30 4.22 -2.14  0.42
H3 2.03 4.38 -2.07  0.53
C8 1.78 -2.66 2.15  -0.93
Si1 0.13 -2.86 1.28  0.13
C9 -1.27 -2.77 2.53  -0.93
C10 0.10 -4.62 0.58  -1.07
C11 -0.08 -1.65 -0.12  -0.86
H4 1.94 -3.48 2.87  0.33
H5 1.83 -1.71 2.69  0.27
H6 2.60 -2.68 1.43  0.30
H7 -1.18 -3.57 3.27  0.32
H8 -2.23 -2.88 2.03  0.29
H9 -1.27 -1.81 3.04  0.27
H10 0.21 -5.37 1.37  0.28
H11 0.91 -4.76 -0.14  0.29
H12 -0.84 -4.81 0.06  0.29
H13 -1.03 -1.91 -0.61  0.34
H14 0.73 -1.88 -0.82  0.32
S1 0.12 0.81 2.46  -0.52